# 1
DFT (ωB97M-V/def2-TZVPD) results for a structure of composition C16H29N4O2TaTl.

Calculated values
2S+1 = 2
Kohn-Sham gap (spin up / spin down) = 4.1 / 5.9 eV
net charge = +2
LUMO (spin up / spin down) = -0.29874 / -0.29648 Eh
max |F| = 7.0 eV Å⁻¹

Cartesian coordinates (Å):
Tl: 3.585 0.491 -0.818
Ta: -0.018 0.403 -0.209
O: 1.965 1.256 -3.887
O: 0.861 1.998 0.168
N: 1.629 2.815 1.098
N: 0.571 -1.287 0.604
N: -1.937 0.466 -0.458
N: 0.530 0.573 -2.084
C: 1.382 2.514 2.398
C: -0.455 -3.452 0.243
C: 2.679 3.500 0.593
C: -2.735 0.199 -1.666
C: 0.253 -1.036 2.046
C: -2.602 1.423 -2.567
C: 1.802 -3.338 1.290
C: 1.536 -2.716 -1.107
C: 3.592 3.312 2.814
C: 0.871 -2.687 0.260
C: -4.192 -0.049 -1.293
C: 1.250 0.825 -3.033
C: 2.376 2.813 3.309
C: 3.748 3.625 1.458
C: -2.572 1.194 0.662
C: -2.166 -1.030 -2.357
H: -1.113 -0.904 -2.630
H: -2.282 -1.913 -1.715
H: 1.161 -1.211 2.645
H: -0.068 0.013 2.257
H: 4.730 3.862 1.029
H: -4.262 -0.873 -0.572
H: 1.326 -3.469 2.268
H: -4.658 0.858 -0.887
H: -2.726 -1.180 -3.291
H: -0.957 -3.402 1.219
H: -3.248 1.267 -3.445
H: -0.242 -4.505 0.011
H: 0.375 2.088 2.582
H: 2.618 3.813 -0.453
H: -1.828 1.471 1.432
H: -1.138 -3.061 -0.524
H: 2.548 -2.281 -1.079
H: 0.952 -2.211 -1.891
H: -2.918 2.324 -2.022
H: -4.727 -0.331 -2.210
H: 2.741 -2.784 1.405
H: 1.631 -3.775 -1.391
H: 4.380 3.555 3.549
H: -1.564 1.555 -2.897
H: -0.538 -1.724 2.389
H: -3.307 0.531 1.142
H: 2.162 2.701 4.385
H: 2.049 -4.343 0.927
H: -3.055 2.118 0.304



# 2
DFT (ωB97M-V/def2-TZVPD) results for a structure of composition C16H30AsCoN2O5.

Calculated values
2S+1 = 2
Kohn-Sham gap (spin up / spin down) = 8.9 / 9.3 eV
net charge = +1
LUMO (spin up / spin down) = -0.09601 / -0.08357 Eh
max |F| = 0.4 eV Å⁻¹
relative energy (zero: lowest compared OMol25 entry of this formula, charge and spin) = 0.000 eV

Cartesian coordinates (Å):
As: -0.428 -2.639 -0.317
Co: 0.038 -0.238 -0.189
O: 2.070 -0.223 -0.199
O: 0.359 1.851 0.024
O: 0.118 0.179 2.059
O: -3.626 0.146 -1.464
O: -1.802 0.028 -0.169
N: -1.620 -0.218 -2.443
N: -0.241 0.082 -2.313
C: 0.454 -5.373 0.650
C: 0.018 1.549 2.416
C: -0.381 -6.042 -0.234
C: 0.343 -3.900 0.974
C: 0.741 -8.124 0.215
C: 1.584 -7.465 1.100
C: -0.240 -7.408 -0.451
C: -0.380 2.314 1.170
C: 1.443 -6.104 1.310
C: 0.372 -0.662 3.176
C: 2.564 0.940 0.484
C: 1.760 2.131 0.004
C: -2.331 -2.992 -0.227
C: -2.434 0.042 -1.305
C: 2.885 -1.370 0.065
C: 0.134 -3.317 -2.058
H: 0.434 -1.683 2.805
H: 1.316 -0.391 3.659
H: -2.816 -2.587 -1.114
H: -0.253 -3.766 1.884
H: -1.418 2.116 0.919
H: -0.740 1.691 3.192
H: 3.912 -1.159 -0.234
H: 0.979 1.896 2.818
H: -0.902 -7.908 -1.145
H: 2.015 2.351 -1.033
H: -2.723 -2.464 0.641
H: -0.222 3.385 1.300
H: 2.107 -5.598 2.002
H: -0.580 -2.956 -2.798
H: 0.173 -4.403 -2.091
H: 2.356 -8.012 1.625
H: -2.548 -4.052 -0.142
H: 0.850 -9.186 0.046
H: 1.340 -3.522 1.208
H: 2.478 0.782 1.561
H: 3.617 1.079 0.230
H: -1.156 -5.512 -0.773
H: -0.049 1.045 -2.578
H: 1.986 3.011 0.609
H: 2.498 -2.194 -0.527
H: 1.123 -2.924 -2.297
H: -2.057 0.104 -3.296
H: 2.854 -1.623 1.127
H: 0.284 -0.530 -2.928
H: -0.437 -0.589 3.906



# 3
DFT (ωB97M-V/def2-TZVPD) results for a cluster of 2 separate species, C16H30ClN2O9PS in total.

Calculated values
Kohn-Sham gap = 7.8 eV
net charge = 0
LUMO = 0.00373 Eh
max |F| = 4.3 eV Å⁻¹
relative energy (zero: lowest compared OMol25 entry of this formula, charge and spin) = 0.000 eV

Cartesian coordinates (Å):
Cl: -3.932 2.222 2.036
S: 2.132 3.666 -2.013
P: -1.568 -0.005 2.946
O: 1.756 2.948 -0.852
O: 3.385 4.310 -2.123
O: 1.937 2.716 -3.295
O: -4.756 1.305 -0.898
O: -1.118 -0.610 -0.678
O: -2.642 -5.473 -1.142
O: -0.914 -4.660 -0.040
O: 0.970 4.717 -2.356
O: 2.965 1.827 1.192
N: -3.373 -0.473 -0.710
N: 2.396 -0.851 -0.062
C: 0.742 3.081 -3.998
C: -4.104 0.596 -0.254
C: 3.925 0.839 0.890
C: 1.252 -0.636 -0.955
C: -2.221 -0.858 0.180
C: -2.121 -4.538 -0.668
C: 4.195 -0.063 2.106
C: -2.533 -2.327 0.505
C: -2.766 -3.178 -0.765
C: 0.034 -1.410 -0.417
C: 0.122 0.720 2.962
C: 0.569 4.559 -3.722
C: -2.370 0.196 1.286
C: -3.864 0.637 1.265
C: -1.566 -1.754 3.529
C: 3.535 0.051 -0.368
H: -0.232 -4.905 -0.679
H: -3.057 -0.319 -1.661
H: 2.663 -1.823 -0.164
H: 5.264 -0.098 2.290
H: -2.261 -2.668 -1.586
H: -1.804 1.032 0.866
H: 0.849 2.865 -5.058
H: -0.871 -2.414 3.007
H: -3.806 -3.290 -1.011
H: -2.583 -2.116 3.423
H: 3.858 -1.086 1.957
H: 0.003 -2.358 -0.961
H: -4.396 -0.176 1.753
H: 2.126 1.642 0.762
H: -1.320 -1.823 4.583
H: 4.858 1.354 0.649
H: 4.388 -0.538 -0.704
H: 3.197 0.741 -1.136
H: 1.449 -0.895 -2.002
H: 3.674 0.359 2.958
H: -0.087 2.499 -3.590
H: 1.234 5.162 -4.345
H: 0.163 -1.634 0.637
H: -1.742 -2.764 1.103
H: 0.026 1.761 2.675
H: 0.872 0.201 2.370
H: 0.965 0.414 -0.926
H: -0.456 4.893 -3.857
H: -3.465 -2.307 1.061
H: 0.424 0.738 4.004



# 4
DFT (ωB97M-V/def2-TZVPD) results for a structure of composition C16H30CoNO5SbSi3.

Calculated values
Kohn-Sham gap (spin up / spin down) = 7.4 / 7.4 eV
net charge = +1
LUMO (spin up / spin down) = -0.18839 / -0.18859 Eh
max |F| = 0.9 eV Å⁻¹
relative energy (zero: lowest compared OMol25 entry of this formula, charge and spin) = 0.898 eV

Cartesian coordinates (Å):
Sb: 0.184 -2.827 0.436
Co: -0.449 -1.008 -0.797
Si: -1.495 -3.578 2.315
Si: -1.128 -2.937 -2.169
Si: 2.636 -3.762 0.189
O: 1.282 -0.935 -1.560
O: -3.321 0.956 0.952
O: 0.427 4.659 0.379
O: -2.157 -0.660 -0.088
O: 3.101 0.384 -1.562
N: -0.135 0.760 -0.389
C: -2.898 -3.344 -1.802
C: 1.306 2.592 -0.474
C: -0.141 -4.484 -2.497
C: -0.913 -1.654 -3.502
C: -1.130 -5.373 2.617
C: -1.007 -2.489 3.736
C: 1.937 0.188 -1.331
C: -0.954 2.783 0.439
C: -1.123 1.450 0.165
C: 3.342 -3.428 -1.485
C: 0.284 3.358 0.109
C: 3.494 -2.792 1.519
C: -3.207 -3.240 1.698
C: 1.045 1.265 -0.712
C: 2.454 -5.569 0.578
C: -2.333 0.558 0.396
H: 3.003 -2.867 2.491
H: -3.630 -4.098 1.175
H: 4.430 -3.475 -1.371
H: 2.270 3.012 -0.734
H: -2.971 -4.267 -1.223
H: 1.877 -6.090 -0.189
H: 3.450 -6.020 0.601
H: -1.156 -0.633 -3.191
H: -1.634 -2.743 4.595
H: 3.086 -2.432 -1.843
H: -1.175 -1.436 3.504
H: -0.496 -4.964 -3.413
H: -3.838 -3.028 2.566
H: 0.919 -4.267 -2.625
H: 1.990 -5.745 1.550
H: 1.299 4.980 0.117
H: 3.563 -1.738 1.239
H: -3.429 -3.500 -2.745
H: 3.055 -4.173 -2.226
H: 0.107 -1.659 -3.882
H: 4.513 -3.170 1.631
H: 0.035 -2.622 4.032
H: -1.744 3.370 0.887
H: -3.396 -2.541 -1.258
H: -3.239 -2.364 1.048
H: -1.609 -1.912 -4.306
H: -0.259 -5.210 -1.686
H: -1.738 -5.713 3.461
H: -0.084 -5.545 2.879
H: -1.385 -5.994 1.757



# 5
DFT (ωB97M-V/def2-TZVPD) results for a structure of composition C16H30N2O2P2Tc.

Calculated values
2S+1 = 4
Kohn-Sham gap (spin up / spin down) = 3.6 / 4.9 eV
net charge = 0
LUMO (spin up / spin down) = -0.01813 / -0.01859 Eh
max |F| = 5.9 eV Å⁻¹
relative energy (zero: lowest compared OMol25 entry of this formula, charge and spin) = 3.860 eV

Cartesian coordinates (Å):
Tc: 0.380 -0.628 0.212
P: -0.145 -2.775 -0.075
P: 1.259 2.595 0.601
O: -1.011 -0.569 1.763
O: -0.472 2.660 2.832
N: 0.089 -0.159 -1.512
N: 0.483 1.256 1.294
C: 2.254 3.416 1.828
C: 1.283 -0.382 -3.584
C: -1.961 -2.919 -0.256
C: -1.119 0.157 -3.587
C: -0.219 -0.342 4.046
C: 2.291 1.996 -0.720
C: 0.072 -0.197 -5.668
C: 1.265 -0.434 -4.968
C: 0.224 -3.880 1.319
C: 0.082 -0.104 -2.858
C: 0.499 -3.603 -1.562
C: -2.518 0.584 3.268
C: 0.006 3.694 -0.042
C: -1.055 0.279 2.913
C: -0.306 1.523 2.371
C: -1.111 0.102 -4.971
H: 0.500 4.581 -0.463
H: 1.579 -3.434 -1.622
H: 3.033 2.737 2.192
H: 1.610 3.733 2.658
H: 2.186 -0.579 -2.999
H: 2.726 4.293 1.363
H: 3.115 2.714 -0.837
H: -2.253 -2.510 -1.231
H: 1.282 -4.166 1.278
H: -0.564 3.184 -0.829
H: -2.012 0.371 -2.999
H: 0.067 -0.240 -6.758
H: -2.440 -2.336 0.541
H: -0.405 -4.778 1.276
H: 1.718 1.954 -1.653
H: 0.788 -0.592 3.689
H: -0.700 -1.265 4.393
H: -0.125 0.352 4.891
H: 2.698 1.002 -0.487
H: -3.092 -0.342 3.243
H: -0.661 3.989 0.778
H: -2.865 1.309 2.527
H: -2.261 -3.973 -0.187
H: -2.036 0.293 -5.517
H: 0.023 -3.173 -2.452
H: -2.954 1.136 4.205
H: 2.189 -0.663 -5.502
H: 0.297 -4.682 -1.522
H: 0.033 -3.341 2.255
H: -2.041 0.893 4.314



# 6
DFT (ωB97M-V/def2-TZVPD) results for a structure of composition C16H30N2O2RuSb2.

Calculated values
Kohn-Sham gap (spin up / spin down) = 6.2 / 6.2 eV
net charge = +4
LUMO (spin up / spin down) = -0.54331 / -0.54182 Eh
max |F| = 0.8 eV Å⁻¹
relative energy (zero: lowest compared OMol25 entry of this formula, charge and spin) = 0.000 eV

Cartesian coordinates (Å):
Sb: -2.543 0.994 1.685
Sb: 1.445 -0.436 -1.547
Ru: -0.549 0.348 0.014
O: -1.459 -1.364 -0.498
O: -0.293 2.128 -0.923
N: -2.294 3.051 -1.516
N: -0.529 4.363 -0.811
C: -2.565 -1.338 -2.605
C: -2.143 -1.985 -1.345
C: -1.035 3.174 -1.079
C: 3.299 0.055 -0.548
C: 4.332 -1.459 1.133
C: 2.692 -0.587 3.252
C: -3.210 -0.191 3.278
C: 1.615 0.513 -3.421
C: 1.706 1.032 1.741
C: 3.630 -1.532 3.504
C: 1.582 -2.522 -1.847
C: 3.409 -0.491 0.832
C: 2.548 -0.011 1.920
C: -3.830 2.635 1.873
C: 4.454 -1.960 2.442
C: -2.502 -3.394 -1.078
H: -3.654 -1.216 -2.593
H: 4.099 -0.338 -1.175
H: 1.503 1.588 -3.300
H: -2.076 -0.375 -2.755
H: -4.295 -0.306 3.199
H: 1.174 1.448 2.590
H: 5.011 -1.827 0.373
H: -4.854 2.255 1.791
H: 3.764 -1.938 4.497
H: -2.820 3.869 -1.799
H: 2.600 0.287 -3.829
H: -2.712 -1.156 3.308
H: 0.427 4.444 -0.498
H: 3.377 1.143 -0.564
H: -1.007 5.223 -1.047
H: -3.635 3.395 1.123
H: -3.435 -3.662 -1.573
H: 5.222 -2.702 2.637
H: 1.684 1.600 0.814
H: 1.370 -3.052 -0.920
H: -3.712 3.039 2.884
H: 2.592 -2.754 -2.183
H: -2.547 2.193 -1.979
H: 0.853 0.124 -4.094
H: 2.065 -0.209 4.051
H: -2.365 -2.004 -3.448
H: 0.883 -2.824 -2.625
H: -1.722 -4.025 -1.525
H: -2.539 -3.616 -0.014
H: -3.008 0.374 4.197